[1]
Entry from OMol25: a molecular structure, C20H34BrClF5N5O6PS in a non-equilibrium geometry (ωB97M-V/def2-TZVPD).

```
74
C20H34BrClF5N5O6PS (ωB97M-V/def2-TZVPD)
C -1.74 -1.96 1.24
C -2.17 -2.28 -0.20
N -3.35 -3.12 -0.27
C -4.52 -2.82 -0.85
N -4.81 -2.11 -1.89
Cl -3.64 -1.31 -2.82
N -5.48 -3.57 -0.14
C -6.85 -3.43 -0.51
F -7.11 -3.80 -1.79
F -7.10 -2.10 -0.48
C -7.91 -4.08 0.42
F -7.73 -3.67 1.68
F -7.94 -5.40 0.32
F -9.09 -3.60 0.00
C -4.84 -4.89 0.04
Br -5.06 -5.38 1.94
P -5.39 -6.46 -0.88
N -4.25 -7.01 -1.79
C -3.37 -4.61 -0.40
N -2.33 -5.43 0.09
C -1.82 -5.29 1.20
S -1.21 -5.13 2.60
H -2.48 -2.24 1.97
H -1.46 -0.92 1.34
H -0.84 -2.51 1.47
H -2.24 -1.34 -0.72
H -1.33 -2.79 -0.67
H -5.76 -2.00 -2.22
H -6.52 -6.17 -1.67
H -5.74 -7.41 0.09
H -3.96 -7.93 -1.49
H -3.38 -4.78 -1.48
O 0.25 -0.95 4.24
C 0.31 0.25 4.20
O -0.82 0.95 4.37
C -0.84 2.38 4.51
C -0.84 3.06 3.15
C 1.59 0.97 3.89
H -0.02 2.72 5.14
H -1.76 2.61 5.05
H 0.07 2.83 2.57
H -0.91 4.14 3.26
H -1.70 2.71 2.56
H 1.72 1.00 2.81
H 2.41 0.41 4.33
H 1.64 1.98 4.28
O 1.39 3.21 1.20
C 2.51 3.34 0.79
O 3.53 3.12 1.64
C 4.90 3.07 1.22
C 5.52 4.45 1.16
C 2.80 3.81 -0.61
H 5.00 2.53 0.28
H 5.41 2.47 1.97
H 5.02 5.08 0.42
H 6.57 4.38 0.89
H 5.43 4.95 2.12
H 2.74 4.90 -0.63
H 2.05 3.40 -1.27
H 3.77 3.49 -1.00
O 3.30 2.92 -3.53
C 4.44 3.05 -3.90
O 5.42 2.83 -3.01
C 6.81 2.79 -3.37
C 7.43 4.17 -3.39
C 4.78 3.53 -5.29
H 6.95 2.25 -4.30
H 7.28 2.19 -2.59
H 6.96 4.80 -4.15
H 8.49 4.11 -3.61
H 7.29 4.66 -2.43
H 4.72 4.62 -5.31
H 4.04 3.12 -5.98
H 5.76 3.22 -5.64
```

Calculated values
Maximum force = 2.3 eV/A
Spin multiplicity = 1
E_HOMO = -11.52 eV
HOMO-LUMO gap = 7.761 eV
Calculated total energy = -157293.330 eV
LUMO level = -3.8 eV
Total charge = +1

[2]
Entry from OMol25: a molecular structure, C29H33BGeN9O2RhS (ωB97M-V/def2-TZVPD).

```
77
C29H33BGeN9O2RhS (ωB97M-V/def2-TZVPD)
Rh -0.76 -1.08 -1.39
B -3.67 -1.00 0.55
N -2.60 -2.14 0.71
C -2.69 -3.05 1.68
C -1.67 -3.98 1.52
C -0.99 -3.54 0.40
N -1.55 -2.43 -0.09
N -3.65 -0.40 -0.89
C -4.73 0.16 -1.46
C -4.34 0.76 -2.65
C -2.98 0.51 -2.73
N -2.58 -0.17 -1.66
H -3.45 -0.13 1.37
H -4.75 -1.50 0.66
H -3.49 -3.00 2.39
H -1.48 -4.85 2.12
H -0.14 -3.98 -0.11
H -5.69 0.09 -0.98
H -4.96 1.29 -3.35
H -2.30 0.77 -3.53
N 0.18 0.11 -2.86
N 0.02 -0.34 -4.19
C -0.51 -1.56 -4.43
N -0.39 -2.02 -5.67
S -1.39 -2.41 -3.28
H -0.05 1.10 -2.84
H 1.18 0.04 -2.62
H 0.73 0.00 -4.83
H 0.22 -1.59 -6.35
H -0.72 -2.95 -5.87
C -1.88 2.24 -0.07
Ge -0.35 1.10 0.36
C 1.21 1.76 -0.63
C 1.02 2.85 -1.48
C 2.06 3.36 -2.25
C 3.31 2.76 -2.19
C 3.52 1.68 -1.34
C 2.48 1.19 -0.57
C -0.27 0.99 2.30
C -0.80 -0.07 2.98
C -0.81 -0.13 4.38
C -0.26 0.89 5.11
C 0.29 2.02 4.46
C 0.84 3.09 5.20
C 1.35 4.20 4.58
C 1.33 4.28 3.18
C 0.81 3.26 2.43
C 0.28 2.09 3.04
H -1.68 3.16 0.50
H -2.78 1.79 0.35
H -2.05 2.48 -1.11
H 0.05 3.34 -1.53
H 1.89 4.21 -2.89
H 4.13 3.15 -2.79
H 4.50 1.23 -1.27
H 2.67 0.37 0.11
H -1.20 -0.91 2.43
H -1.24 -0.98 4.88
H -0.25 0.86 6.19
H 0.83 3.02 6.28
H 1.76 5.01 5.16
H 1.73 5.16 2.68
H 0.82 3.36 1.35
C 2.97 -2.27 2.01
N 2.60 -2.45 0.61
C 3.29 -3.29 -0.23
C 2.99 -3.38 -1.53
C 1.92 -2.57 -2.07
O 1.71 -2.44 -3.28
N 1.13 -1.91 -1.14
C 1.53 -1.75 0.14
O 0.93 -0.96 0.89
H 3.81 -2.93 2.24
H 2.13 -2.51 2.65
H 3.26 -1.24 2.20
H 4.10 -3.84 0.23
H 3.55 -4.01 -2.20
```

Calculated values
Expectation value of S² = 0.76
Maximum force = 0.7 eV/A
Spin multiplicity = 2
E_HOMO (spin up / spin down) = -10.24 / -10.25 eV
HOMO-LUMO gap (spin up / spin down) = 7.200 / 5.616 eV
Calculated total energy = -119147.361 eV
Relative energy (zero: lowest compared OMol25 entry of this formula, charge and spin) = 0.0000 eV
LUMO level (spin up / spin down) = -3.0 / -4.6 eV
Total charge = +1

[3]
Entry from OMol25: a gas-phase ion, C8H7F2N4 (charge +1) in a non-equilibrium geometry (ωB97M-V/def2-TZVPD).

```
21
C8H7F2N4 (ωB97M-V/def2-TZVPD)
C -2.83 1.88 0.05
C -4.25 1.81 -0.14
C 0.96 -0.09 1.54
C 0.04 -0.31 -0.47
C -2.04 0.85 0.06
C -4.81 0.59 -0.05
C -4.59 -1.67 0.26
C 2.10 -1.55 -0.22
N -0.16 0.62 1.56
N -4.10 -0.58 0.05
N 1.11 -0.68 0.32
N -0.81 0.40 0.34
F -6.14 0.48 -0.07
F -4.10 -2.80 0.15
H -2.30 2.79 0.05
H -4.70 2.78 -0.27
H 1.61 -0.12 2.44
H -0.11 -0.49 -1.55
H 3.12 -1.23 0.28
H 1.99 -2.67 -0.08
H 2.22 -1.56 -1.34
```

Calculated values
Maximum force = 4.6 eV/A
Spin multiplicity = 1
E_HOMO (spin up / spin down) = -12.28 / -11.85 eV
HOMO-LUMO gap (spin up / spin down) = 7.600 / 7.351 eV
Calculated total energy = -19791.016 eV
Relative energy (zero: lowest compared OMol25 entry of this formula, charge and spin) = 4.1811 eV
LUMO level (spin up / spin down) = -4.7 / -4.5 eV
Total charge = +1

[4]
Entry from OMol25: a molecular structure, C32H28BrN4O9SbSc in a non-equilibrium geometry (ωB97M-V/def2-TZVPD).

```
76
C32H28BrN4O9SbSc (ωB97M-V/def2-TZVPD)
Sc -0.62 -0.75 1.06
O 3.20 1.08 -0.23
C 3.94 0.06 0.23
C 5.24 -0.08 -0.28
C 6.03 -1.13 0.14
C 5.56 -2.05 1.08
C 4.29 -1.90 1.59
C 3.46 -0.86 1.18
C 2.08 -0.74 1.70
O 1.29 0.16 1.19
N 1.71 -1.55 2.66
N 0.37 -1.36 2.92
C -0.09 -1.49 4.10
C -1.44 -1.06 4.41
C -2.02 -1.41 5.64
C -3.23 -0.89 6.04
C -3.88 0.03 5.22
C -3.33 0.41 4.02
C -2.11 -0.14 3.55
O -1.62 0.26 2.41
H 2.31 0.99 0.20
H 5.58 0.64 -1.00
H 7.03 -1.24 -0.27
H 6.19 -2.87 1.40
H 3.89 -2.60 2.31
H 0.56 -1.83 4.91
H -1.49 -2.11 6.27
H -3.66 -1.19 6.99
H -4.82 0.47 5.54
H -3.83 1.13 3.37
N -2.22 -3.76 1.03
C -1.84 -2.83 1.60
H -2.56 -4.44 0.39
Br -5.50 5.08 -2.95
C -4.58 3.47 -2.43
C -3.20 3.39 -2.99
C -2.41 1.21 -1.79
C -3.62 0.77 -1.07
C -4.82 1.37 -1.04
C -5.25 2.62 -1.65
C -3.47 -0.52 -0.27
O -4.46 -1.14 0.11
O -2.25 -0.85 -0.02
H -2.53 4.02 -2.38
H -1.82 0.33 -2.02
H -5.58 0.87 -0.45
H -6.27 2.90 -1.39
C -2.22 3.85 0.25
Sb -1.05 2.08 -0.25
C 0.25 3.08 -1.69
C -2.64 1.97 -3.09
H -2.14 4.65 -0.48
H -1.85 4.21 1.21
H -3.27 3.56 0.38
H -0.24 3.28 -2.64
H 1.12 2.43 -1.85
H 0.59 4.02 -1.26
H -3.21 3.83 -3.99
H -3.33 1.38 -3.70
H -1.70 2.02 -3.63
O 0.51 -2.25 -0.06
C 0.83 -1.45 -0.99
O 0.21 -0.39 -1.21
C 2.06 -1.74 -1.82
C 2.86 -2.83 -1.53
C 4.02 -3.05 -2.25
C 4.36 -2.16 -3.26
C 3.57 -1.06 -3.56
C 2.41 -0.85 -2.83
N 5.59 -2.38 -4.02
O 6.23 -3.39 -3.79
O 5.94 -1.52 -4.81
H 2.58 -3.48 -0.71
H 4.67 -3.88 -2.04
H 3.88 -0.38 -4.34
H 1.78 0.00 -3.02
```

Calculated values
Maximum force = 1.4 eV/A
Spin multiplicity = 1
E_HOMO = -5.32 eV
HOMO-LUMO gap = 6.684 eV
Calculated total energy = -155311.102 eV
LUMO level = 1.4 eV
Total charge = -1